Record 1
16
Properties=species:S:1:pos:R:3:mulliken_spin:R:1 method="wB97M-V/def2-TZVPD" lumo_energy_ev="-3.683 / -8.945" homo_lumo_gap_ha="0.378 / 0.149" s2=0.758 largest_force_ha_per_bohr=0.0666 total_charge=+1 homo_ev="-13.979 / -13.001" spin_multiplicity=2
C -0.808 -0.636 1.197 0.039
N -1.485 -1.456 0.302 0.495
C -1.122 -2.252 -0.851 -0.035
O -1.498 -2.188 -1.970 0.054
C 0.603 -0.079 0.779 0.060
C 0.333 1.211 -0.044 0.019
S 1.854 2.359 0.080 0.235
H -0.571 -1.113 2.167 0.111
H -1.557 0.143 1.552 0.030
H -2.495 -1.366 0.201 -0.021
H -0.517 -3.112 -0.482 0.008
H 1.119 -0.848 0.203 -0.004
H 1.119 0.329 1.640 0.002
H -0.483 1.772 0.413 0.002
H 0.006 0.990 -1.072 0.009
H 1.511 3.251 1.043 -0.003

Record 2
17
Properties=species:S:1:pos:R:3:mulliken_charge:R:1 method="wB97M-V/def2-TZVPD" lumo_energy_ev=0.425 homo_lumo_gap_ha=0.346 largest_force_ha_per_bohr=0.0938 total_charge=0 smiles="C/C=N/O.C=C(S)S" homo_ev=-8.987
C -1.115 1.072 -1.677 -0.904
C -1.382 0.802 -0.235 0.096
N -2.016 -0.262 -0.061 -0.258
O -2.215 -0.724 1.243 -0.352
H -1.084 2.043 -2.030 0.368
H -1.715 0.462 -2.274 0.337
H -0.014 0.591 -1.779 0.107
H -0.994 1.482 0.585 0.338
H -1.834 -0.142 1.930 0.305
C 0.982 -1.338 1.320 -0.937
C 1.622 -0.766 0.371 0.505
S 2.039 -1.654 -1.056 -0.187
S 1.994 1.106 0.338 -0.187
H 0.801 -2.398 1.166 0.173
H 0.781 -0.957 2.253 0.375
H 3.000 -0.797 -1.392 0.129
H 1.150 1.481 1.299 0.091

Record 3
16
Properties=species:S:1:pos:R:3:mulliken_charge:R:1 method="wB97M-V/def2-TZVPD" lumo_energy_ev=0.138 homo_lumo_gap_ha=0.338 largest_force_ha_per_bohr=0.1043 total_charge=0 smiles=CO[Si](C)(C)C#N homo_ev=-9.065
C 0.154 2.354 0.485 -0.616
O -0.358 1.286 -0.166 -0.497
Si 0.442 -0.629 -0.037 0.645
C -0.359 -1.188 -1.606 -0.921
C -0.099 -1.477 1.600 -1.097
C 2.160 -0.075 -0.008 0.251
N 3.279 0.137 0.093 -0.425
H 0.186 3.374 -0.130 0.181
H 1.126 2.226 0.829 0.303
H -0.664 2.561 1.284 0.195
H 0.464 -1.274 -2.322 0.321
H -0.911 -2.043 -1.222 0.301
H -1.049 -0.429 -1.924 0.295
H -0.851 -0.782 1.952 0.317
H -0.516 -2.433 1.461 0.397
H 0.680 -1.610 2.287 0.351

Record 4
15
Properties=species:S:1:pos:R:3:mulliken_charge:R:1 method="wB97M-V/def2-TZVPD" lumo_energy_ev=1.010 homo_lumo_gap_ha=0.357 largest_force_ha_per_bohr=0.0532 total_charge=0 smiles="CCS/C=N/C" homo_ev=-8.712
C -2.523 -0.133 0.528 -0.896
C -1.836 0.585 -0.570 -0.654
S -0.433 1.668 -0.077 -0.102
C 1.019 0.500 -0.090 -0.097
N 2.176 0.916 0.171 -0.380
C 3.454 0.156 0.067 -0.619
H -1.921 -0.771 1.215 0.286
H -2.726 0.698 1.285 0.273
H -3.383 -0.682 0.138 0.294
H -1.587 0.048 -1.424 0.483
H -2.498 1.397 -0.949 0.303
H 0.691 -0.400 -0.494 0.350
H 3.671 0.143 1.163 0.264
H 3.507 -0.896 -0.434 0.259
H 4.183 0.817 -0.471 0.235

Record 5
15
Properties=species:S:1:pos:R:3:mulliken_charge:R:1 method="wB97M-V/def2-TZVPD" lumo_energy_ev=-0.078 homo_lumo_gap_ha=0.307 largest_force_ha_per_bohr=0.1058 total_charge=0 smiles="CNCC(C)=S" homo_ev=-8.438
C -2.465 -1.233 0.311 -0.994
N -1.539 -0.235 0.568 -0.248
C -0.546 -0.487 -0.446 -0.476
C 0.696 0.205 0.047 0.141
C 1.116 0.198 1.493 -0.764
S 1.619 0.917 -1.079 -0.247
H -2.896 -1.485 -0.790 0.258
H -3.342 -1.036 0.987 0.347
H -2.062 -2.184 0.783 0.350
H -1.869 0.653 0.356 0.226
H -0.545 -1.712 -0.483 0.304
H -0.882 -0.009 -1.436 0.336
H 0.676 1.317 1.793 0.238
H 2.438 0.051 1.546 0.295
H 0.535 -0.712 2.097 0.233

Record 6
15
Properties=species:S:1:pos:R:3:mulliken_charge:R:1 method="wB97M-V/def2-TZVPD" lumo_energy_ev=0.790 homo_lumo_gap_ha=0.325 largest_force_ha_per_bohr=0.0792 total_charge=0 homo_ev=-8.043
C 1.666 -0.813 -0.456 -0.125
C 2.894 -0.418 -0.078 -0.667
C -2.355 0.538 0.060 -1.140
C -1.142 0.117 -0.724 -0.409
N 0.412 0.458 1.379 -0.638
S 0.108 -0.792 0.575 0.198
H 1.597 -1.630 -1.238 0.257
H 3.022 0.233 0.707 0.358
H 3.807 -0.466 -0.625 0.291
H -2.616 -0.202 0.875 0.238
H -2.048 1.381 0.603 0.410
H -3.258 0.683 -0.545 0.317
H -0.529 0.945 -0.886 0.350
H -1.292 -0.466 -1.747 0.343
H -0.265 0.433 2.099 0.217